Record 1
ORCA calculation (wB97M-V/def2-TZVPD) on the molecule C4H8FN in a non-equilibrium geometry.

Geometry as XYZ:
```
14
C4H8FN | the Open Molecules 2025 dataset | wB97M-V/def2-TZVPD
C 1.657 -1.327 -0.274
C 0.541 -0.518 -0.058
C -0.983 -0.729 0.531
N -2.245 -0.338 -0.309
C 1.176 0.872 0.069
F 0.056 1.764 0.004
H 2.777 -1.217 -0.278
H 1.784 -2.432 0.024
H -1.021 -1.785 1.108
H -1.316 0.042 1.271
H -2.410 -0.711 -1.215
H -2.303 0.571 -0.558
H 1.806 1.259 -0.909
H 1.542 0.972 1.076
```

* orbital gap: 10.3 eV
* largest force on an atom: 4.8 eV/Å

=====

Record 2
ORCA calculation (wB97M-V/def2-TZVPD) on a structure of composition C4H3LiOTm in a non-equilibrium geometry.

Geometry as XYZ:
```
10
C4H3LiOTm | the Open Molecules 2025 dataset | wB97M-V/def2-TZVPD
O -0.742 0.465 -0.715
C -1.410 0.805 -1.836
Li 0.727 -0.685 -0.941
Tm -1.325 1.133 1.228
H -0.797 1.303 -2.594
H -2.435 0.428 -1.894
C 0.634 -0.128 2.483
C 0.850 -1.192 1.793
C 1.811 -1.364 0.858
H 2.687 -0.764 1.619
```

* orbital gap (alpha / beta): 5.5 / 5.6 eV
* largest force on an atom: 4.2 eV/Å
* spin multiplicity: 4
* total charge: +2

=====

Record 3
ORCA calculation (wB97M-V/def2-TZVPD) on a structure of composition C4H9LiO4Rh in a non-equilibrium geometry.

Geometry as XYZ:
```
19
C4H9LiO4Rh | the Open Molecules 2025 dataset | wB97M-V/def2-TZVPD
O -1.254 0.397 -2.338
Li -2.910 -0.377 -1.954
O -2.390 -0.341 -0.143
C -2.211 0.473 0.947
O -0.872 0.740 1.354
C 0.012 1.148 0.276
C 1.329 0.461 0.495
O 1.221 -0.888 -0.031
C 2.368 -1.704 0.060
Rh -0.602 -0.801 -0.898
H -2.748 0.119 1.846
H -2.596 1.488 0.695
H -0.775 1.519 -2.156
H -0.294 2.187 0.089
H 1.617 0.362 1.557
H 2.143 0.970 -0.043
H 2.074 -2.714 -0.245
H 3.160 -1.341 -0.612
H 2.728 -1.698 1.100
```

* orbital gap (alpha / beta): 8.1 / 7.7 eV
* largest force on an atom: 6.1 eV/Å
* spin multiplicity: 5
* total charge: +1

=====

Record 4
ORCA calculation (wB97M-V/def2-TZVPD) on the molecule C5H8O3S in a non-equilibrium geometry.

Geometry as XYZ:
```
17
C5H8O3S | the Open Molecules 2025 dataset | wB97M-V/def2-TZVPD
C -0.478 -0.254 1.365
C -0.468 0.394 0.003
C -0.580 -0.755 -1.054
C 0.833 1.085 -0.430
C 0.846 2.381 -0.616
S -0.805 3.059 -0.257
O -1.265 3.723 -1.493
O -0.870 3.744 0.962
O -1.591 1.178 -0.172
H 0.609 -0.590 1.576
H -1.069 -1.095 1.317
H -0.960 0.442 2.164
H -0.214 -1.608 -0.672
H -0.166 -0.700 -2.053
H -1.585 -0.982 -1.104
H 1.773 0.617 -0.659
H 1.498 3.038 -1.008
```

* orbital gap: 10.2 eV
* largest force on an atom: 5.1 eV/Å

=====

Record 5
ORCA calculation (wB97M-V/def2-TZVPD) on a structure of composition C10H18ClGdIN2O2PS in a non-equilibrium geometry.

Geometry as XYZ:
```
37
C10H18ClGdIN2O2PS | the Open Molecules 2025 dataset | wB97M-V/def2-TZVPD
C 1.095 1.672 -1.104
C 0.256 1.253 -2.321
H 1.703 2.543 -1.399
H 1.737 0.890 -0.662
H 0.410 2.001 -0.319
O -0.279 2.150 -3.063
I -1.399 -0.334 -2.348
Gd 0.731 -1.226 2.002
P 1.294 0.077 -3.483
C 0.218 -0.320 -4.879
C 2.694 0.989 -4.134
H 2.473 -1.007 -1.695
H 2.525 -1.897 -3.238
H 1.072 -1.956 -2.218
C 1.885 -1.318 -2.563
H 3.509 1.032 -3.400
H 3.044 0.456 -5.030
H 0.840 -0.587 -5.742
H -0.391 0.572 -5.089
H 2.378 2.002 -4.409
H -0.444 -1.161 -4.616
C -1.043 0.741 0.840
O -1.958 1.402 0.597
Cl 2.998 -0.724 1.173
C -1.566 0.446 5.889
N -1.900 -0.354 4.727
C -2.840 -1.384 4.682
C -2.833 -1.907 3.426
N -1.753 -1.264 2.740
C -1.248 -0.252 3.575
S 0.061 0.835 3.325
H -0.497 0.362 6.084
H -1.804 1.491 5.714
H -2.145 0.095 6.738
H -3.462 -1.599 5.540
H -3.467 -2.644 2.941
H -1.895 -1.076 1.719
```

* orbital gap (alpha / beta): 7.0 / 6.2 eV
* largest force on an atom: 4.0 eV/Å
* spin multiplicity: 8
* total charge: +2